[1]
Entry from the OMol25 dataset: C6H13NO in the gas phase (the ωB97M-V functional and the def2-TZVPD basis).

Values from the calculation:
**Energy above the lowest of the compared OMol25 structures with the same formula, charge and spin**: 27.75 kcal per mole
**Orbital gap**: 9.60 eV
**HOMO level**: -8.713 eV
**LUMO**: 0.88 eV
**SMILES string**: CC(C)=C(C)[C@@H](N)O

Atoms and positions in Å:
C (-0.3671, 0.7635, -1.3266)
H (2.0965, 0.0973, -1.0559)
N (-1.6850, 1.2494, -1.6612)
H (-1.9972, 1.9255, -0.9706)
O (0.5822, 1.8235, -1.2450)
H (-2.5078, -0.2324, -0.1983)
H (-0.0273, 0.1542, -2.1750)
H (-1.6597, 1.7155, -2.5606)
C (0.7336, -0.5647, 0.4829)
C (2.1080, -0.4041, -0.0952)
H (0.1008, -0.8634, 2.5202)
H (0.5014, 2.2454, -0.3820)
H (1.7011, -1.5095, 2.1447)
C (-0.3863, -0.0813, -0.0604)
C (-1.7325, -0.3547, 0.5513)
H (2.7353, 0.1721, 0.5856)
H (-1.7757, -1.3690, 0.9392)
C (0.6957, -1.3639, 1.7584)
H (0.2543, -2.3455, 1.5834)
H (-1.9350, 0.3289, 1.3774)
H (2.5647, -1.3869, -0.2123)

---

[2]
Entry from the OMol25 dataset: a gas-phase ion, C5H11N2S (charge +1) in a non-equilibrium geometry (the ωB97M-V functional and the def2-TZVPD basis).

Values from the calculation:
**Energy above the lowest of the compared OMol25 structures with the same formula, charge and spin**: 52.44 kcal per mole
**Orbital gap**: 8.20 eV
**Net charge**: +1
**HOMO level**: -12.748 eV
**LUMO**: -4.54 eV
**SMILES string**: CC(C)=[NH+]CC(N)=S

Atoms and positions in Å:
H (1.2000, -1.8572, -1.4156)
H (1.7080, -1.6701, 1.6846)
H (1.7497, -0.1161, 2.1735)
H (-0.4193, 2.1557, -1.1279)
H (-0.5908, -1.8539, -0.5440)
H (0.7252, 1.5295, 0.0990)
N (-0.3211, -0.8899, -0.6287)
H (-2.2822, -0.0473, 1.2552)
C (-0.3858, 1.5382, -0.1911)
H (-1.0801, 2.0661, 0.6438)
C (1.0931, -0.8406, -0.9397)
S (3.1242, 0.7520, -0.1363)
C (-1.0095, 0.1894, -0.4321)
C (1.9590, -0.3398, 0.2320)
N (1.4175, -0.7368, 1.4333)
H (-3.0807, 0.8960, -0.1820)
C (-2.3849, 0.1159, 0.1231)
H (1.3666, -0.0227, -1.7674)
H (-2.7890, -0.8684, -0.2795)